Entry 1:
# C20H28Br30N3O2S

A molecular structure, C20H28Br30N3O2S in a non-equilibrium geometry (ωB97M-V/def2-TZVPD, the OMol25 dataset).

For the gap between HOMO and LUMO, the calculation gives 8.128 eV. For the LUMO energy, the calculation gives -3.02 eV.

```
! RIJCOSX wB97M-V def2-TZVPD def2/J DEFGRID3
* xyz 1 1
C 8.37111 -1.72454 0.10293
N 8.40836 -1.93481 -1.19462
N 7.77689 -0.91282 -1.86440
C 7.38866 -0.10653 -0.88175
S 6.46037 1.44232 -0.89191
C 5.11647 1.12345 0.35615
C 3.75354 1.82098 -0.03949
C 2.66337 0.69632 -0.19610
C 1.19145 1.18152 0.13998
C 0.23122 -0.07439 -0.00570
C 0.05657 -0.57008 -1.48762
O -0.39367 -1.94201 -1.55612
C 0.62166 -2.81970 -1.07074
C 1.26993 -2.34441 0.29105
N 0.57568 -1.19332 0.92492
O 7.72070 -0.53403 0.38167
H 8.74738 -2.31858 0.95185
H 5.01305 0.00439 0.37881
H 5.43311 1.40166 1.39439
H 3.45053 2.47317 0.82262
H 3.83936 2.44308 -0.96754
H 2.89903 -0.10304 0.56287
H 2.76019 0.22582 -1.20492
H 1.21504 1.45227 1.22855
H 0.88397 2.02041 -0.52120
H -0.78206 0.30345 0.32795
H -0.73453 0.04399 -1.97808
H 0.97448 -0.49294 -2.12198
H 0.23915 -3.86059 -0.95754
H 1.45223 -2.86511 -1.83394
H 2.35842 -2.18365 0.11729
H 1.19846 -3.20870 1.00398
H -0.29285 -1.55915 1.34151
H 1.14884 -0.81636 1.69626
C -4.04509 1.53965 -0.64885
Br -4.10226 -0.22441 0.14296
Br -2.28570 2.33289 -0.50086
Br -4.67757 1.53267 -2.46855
H -4.72449 2.16589 -0.07971
C -7.15849 -2.82225 1.45434
Br -5.34257 -3.49557 1.42748
Br -8.19943 -3.61523 2.87291
Br -7.20722 -0.89311 1.52267
H -7.62124 -3.11797 0.51807
C -7.77877 4.72622 -3.31340
Br -5.94464 4.89857 -3.90324
Br -7.96942 3.38574 -1.93219
Br -8.51985 6.42547 -2.76892
H -8.35562 4.38638 -4.16654
C -1.27146 -2.47252 -5.10724
Br -2.53064 -3.75407 -5.81737
Br -0.10800 -1.76856 -6.48084
Br -2.16066 -1.06154 -4.12920
H -0.64365 -3.00179 -4.39889
C -0.45627 -1.81062 4.97422
Br -0.89503 -3.68588 4.84693
Br 1.41397 -1.48101 4.58273
Br -1.63331 -0.72459 3.88151
H -0.61759 -1.51315 6.00516
C 0.78924 4.65456 2.80516
Br 0.69686 4.81919 0.87739
Br -0.05213 3.03414 3.45230
Br 2.60108 4.82310 3.45311
H 0.22549 5.48535 3.21532
C -11.21696 0.17495 -1.87326
Br -12.78180 0.05562 -0.74670
Br -11.19269 1.81451 -2.89806
Br -9.58434 -0.06709 -0.86119
H -11.27349 -0.64264 -2.58341
C 12.18363 -0.36317 -0.33689
Br 14.00761 -0.11252 -0.92229
Br 12.05415 -1.70471 1.05191
Br 11.36660 1.30541 0.20140
H 11.62310 -0.73235 -1.18922
C -11.17171 -4.92147 0.44149
Br -12.44025 -6.18122 -0.29013
Br -10.01222 -4.19149 -0.92724
Br -12.04483 -3.52754 1.45437
H -10.54058 -5.46950 1.13249
C 9.79244 4.08877 3.03511
Br 8.58435 2.75476 2.32572
Br 10.89601 4.86059 1.64950
Br 8.85264 5.44276 4.04550
H 10.45671 3.58067 3.72528
*
```

***

Entry 2:
# C20H28BrNO2PS

A molecular structure, C20H28BrNO2PS in a non-equilibrium geometry (ωB97M-V/def2-TZVPD, the OMol25 dataset).

For the gap between HOMO and LUMO, the calculation gives 7.699 eV. For the LUMO energy, the calculation gives -3.20 eV.

```
! RIJCOSX wB97M-V def2-TZVPD def2/J DEFGRID3
* xyz 1 1
C 5.36485 1.22081 0.97200
P 4.32122 2.68186 0.64713
C 5.35614 3.98877 -0.06896
N 2.96048 2.42002 -0.53524
C 2.30160 1.10673 -0.57955
C 0.81579 1.36621 -0.85077
O 0.09444 0.23011 -0.40218
C 0.51685 2.59900 -0.02702
C -0.66837 3.49057 -0.47544
C -1.53476 3.77861 0.72044
O -1.49302 4.74119 1.39266
Br -2.72525 2.29397 1.11655
C 1.80406 3.46937 -0.11321
S 2.09358 4.19882 1.55652
H 5.87725 0.75853 0.13065
H 4.78809 0.49944 1.54205
H 6.12284 1.62350 1.64567
H 5.25709 4.83647 0.60668
H 6.40110 3.70324 -0.13709
H 5.00108 4.32499 -1.04322
H 3.25019 2.68926 -1.47466
H 2.44943 0.50560 0.31302
H 2.65139 0.48061 -1.39941
H 0.56379 1.46065 -1.90417
H -0.15337 0.34283 0.52285
H 0.42791 2.38160 1.03499
H -0.34116 4.45665 -0.84948
H -1.27627 2.99320 -1.22573
H 1.85369 4.21484 -0.89677
H 1.82970 5.50858 1.40840
C -4.51255 -3.68708 2.11792
C -5.59849 -2.86088 2.37562
C -5.48346 -1.48782 2.21108
C -4.28133 -0.94380 1.78344
C -3.19684 -1.76868 1.52426
C -3.31019 -3.14063 1.69333
H -4.60422 -4.75725 2.24687
H -6.53645 -3.28823 2.70408
H -6.32874 -0.84413 2.41533
H -4.18110 0.12491 1.64535
H -2.25949 -1.34174 1.18572
H -2.46269 -3.78281 1.49136
C 0.42264 -3.97586 -1.84357
C 0.05111 -5.12384 -2.52886
C -1.29134 -5.39142 -2.75661
C -2.26217 -4.50823 -2.30540
C -1.89074 -3.35901 -1.62238
C -0.54842 -3.09394 -1.38894
H 1.47033 -3.76984 -1.66325
H 0.80749 -5.81095 -2.88470
H -1.58117 -6.28944 -3.28586
H -3.30872 -4.71600 -2.48513
H -2.64792 -2.67062 -1.27036
H -0.25900 -2.19845 -0.85328
*
```

***

Entry 3:
# C20H28Cl3MnN6O3

A molecular structure, C20H28Cl3MnN6O3 (ωB97M-V/def2-TZVPD, the OMol25 dataset).

For the gap between HOMO and LUMO (alpha / beta), the calculation gives 8.251 / 8.258 eV. Its expectation value of S² is 8.752. The calculation puts the energy above the lowest of the compared OMol25 structures with the same formula, charge and spin at 4.5 kcal per mole. For the LUMO energy (alpha / beta), the calculation gives -2.12 / -2.18 eV.

```
! RIJCOSX wB97M-V def2-TZVPD def2/J DEFGRID3
* xyz 1 6
Mn 0.73162 0.25639 0.29950
N 1.08069 2.63317 0.25974
C 2.47786 3.11214 0.09251
C 3.40185 1.91732 -0.10850
C 3.68993 1.23476 1.22806
C 3.99653 -0.24573 1.06285
N 2.76464 -0.96977 0.66544
H 0.52609 2.94123 -0.53051
H 0.65342 3.04037 1.08321
H 2.78063 3.65544 0.98792
H 2.54718 3.79874 -0.75089
H 4.33122 2.21777 -0.59371
H 2.89344 1.21790 -0.78684
H 2.80543 1.31191 1.87397
H 4.51732 1.73774 1.73163
H 4.37738 -0.64559 2.00240
H 4.77083 -0.37998 0.30556
H 2.60330 -1.75189 1.28697
H 2.88732 -1.35131 -0.27206
O 0.04148 0.96734 2.57159
C 0.06977 -0.08532 3.52454
C -0.44994 -1.36888 2.92610
C -1.22875 -2.24875 3.66171
C -1.70621 -3.39534 3.04832
C -1.38361 -3.62395 1.72008
C -0.58909 -2.69938 1.06726
N -0.13170 -1.58957 1.64859
H -0.88806 1.12320 2.33606
H -0.51551 0.17059 4.40968
H 1.11477 -0.19715 3.82039
H -1.45769 -2.03715 4.69775
H -2.32946 -4.09150 3.59351
H -1.73851 -4.50490 1.20418
H -0.29857 -2.84958 0.03541
Cl -5.13121 5.03309 -1.06350
C -4.00424 3.78116 -0.67826
C -2.95647 3.52008 -1.54424
C -2.07162 2.50291 -1.24229
Cl -0.73342 2.19734 -2.31679
C -2.18151 1.70068 -0.08031
O -1.39532 0.69159 0.21819
C -3.24364 2.05401 0.77865
Cl -3.37634 1.15506 2.25792
C -4.14609 3.05725 0.49386
H -2.83174 4.10876 -2.44221
H -4.95436 3.28250 1.17552
C -1.43289 -2.81192 -4.17726
N -0.42146 -2.16411 -3.37061
C 0.99803 -2.27238 -3.61663
C 1.56996 -1.51175 -2.42400
O 2.75292 -1.32500 -2.21871
N 0.53020 -1.06649 -1.64704
C -0.61273 -1.50850 -2.21827
N -1.79726 -1.35591 -1.64958
H -1.05764 -2.91068 -5.19312
H -2.34044 -2.21000 -4.21458
H -1.67987 -3.80720 -3.79926
H 1.29391 -1.80977 -4.55964
H 1.34581 -3.30793 -3.60460
H -1.82630 -0.73709 -0.82379
H -2.64189 -1.58599 -2.14187
*
```

***

Entry 4:
# C20H28ClCoIN2O2

A molecular structure, C20H28ClCoIN2O2 in a non-equilibrium geometry (ωB97M-V/def2-TZVPD, the OMol25 dataset).

For the gap between HOMO and LUMO (alpha / beta), the calculation gives 3.407 / 7.345 eV. Its expectation value of S² is 6.025. For the LUMO energy (alpha / beta), the calculation gives 2.92 / 2.76 eV.

```
! RIJCOSX wB97M-V def2-TZVPD def2/J DEFGRID3
* xyz -1 5
Co 0.04020 -0.00609 -0.24174
Cl 2.00943 -0.04279 -1.15960
N 0.29032 2.03509 0.03628
N 0.22414 -2.04297 0.05905
C -0.25544 2.80500 -0.85310
C -0.31640 -2.80673 -0.83867
C 1.18699 2.85508 0.84979
C 1.48053 4.00718 -0.09908
C 2.44713 2.13969 1.26619
C 0.46351 3.39947 2.07806
H 2.88730 1.71354 0.36363
H 2.22367 1.34018 1.97013
H 3.11664 2.87098 1.73268
H -0.40656 3.98129 1.74894
H 1.15018 4.03606 2.64479
H 0.13097 2.56880 2.69851
C 1.08093 -2.87674 0.90133
C 1.36235 -4.05055 -0.02459
C 0.31659 -3.38225 2.12128
C 2.35555 -2.19520 1.33087
H 2.81656 -1.78277 0.43214
H 2.99921 -2.94531 1.80440
H 2.14683 -1.38969 2.03241
H -0.56415 -3.94134 1.78067
H -0.00361 -2.53374 2.72454
H 0.97122 -4.03217 2.71058
O 0.22482 -4.01873 -0.95184
H 1.40090 -5.05706 0.42916
H 2.27556 -3.90272 -0.61431
O 0.31579 3.99951 -0.99609
H 2.37130 3.82084 -0.71187
H 1.56369 5.01816 0.33807
C -1.44622 2.50540 -1.70588
C -1.47189 -2.48817 -1.73332
C -1.39328 -1.18650 -2.48504
H -2.38176 -2.43750 -1.09045
H -1.58871 -3.32394 -2.41562
C -1.28070 0.00964 -1.74445
C -1.38595 1.21322 -2.47367
H -1.39300 0.02180 0.00359
C -1.58313 1.22168 -3.86464
C -1.67689 0.02457 -4.55046
C -1.82391 2.49863 -4.61347
C -1.59057 -1.18004 -3.87659
H -1.92316 0.03044 -5.61953
C -1.84050 -2.44766 -4.63843
H -1.97213 -2.20823 -5.70315
H -2.76558 -2.94839 -4.31308
H -1.01683 -3.16816 -4.55463
H -2.74851 2.99984 -4.28663
H -1.95209 2.27097 -5.68167
H -0.99729 3.21458 -4.51781
H -1.59039 3.35036 -2.37001
H -2.32784 2.44026 -1.02705
I -0.35072 0.02708 2.35767
*
```

***

Entry 5:
# C20H28F12KO12PbV

A molecular structure, C20H28F12KO12PbV in a non-equilibrium geometry (ωB97M-V/def2-TZVPD, the OMol25 dataset).

For the gap between HOMO and LUMO (alpha / beta), the calculation gives 7.752 / 8.059 eV. Its expectation value of S² is 2.028. For the LUMO energy (alpha / beta), the calculation gives -7.04 / -6.99 eV.

```
! RIJCOSX wB97M-V def2-TZVPD def2/J DEFGRID3
* xyz 2 3
Pb 5.04952 -7.63672 18.89180
K 0.67347 -13.03415 18.45752
V 2.68939 -9.97481 18.83195
O 3.82984 -9.06554 17.36833
C 3.16609 -9.18768 16.13072
C 1.69154 -9.59784 16.21842
O 1.25880 -10.24843 17.41343
H 3.77009 -9.84433 15.48655
H 3.20975 -8.26391 15.54073
H 1.35961 -10.20809 15.38073
H 1.21453 -8.61052 16.18766
O 3.28808 -11.98552 18.72706
C 4.54229 -12.21590 19.33554
C 5.03628 -11.06211 20.17064
O 4.52715 -9.80766 19.81817
H 5.23659 -12.46428 18.52405
H 4.49617 -13.09829 19.97997
H 6.13502 -11.07319 20.21387
H 4.82535 -11.25981 21.23376
C 3.24787 -10.15858 23.86187
C 4.35720 -9.31024 23.26303
O 4.19321 -7.94180 23.69609
C 4.56693 -6.98124 22.91727
O 4.83886 -7.06878 21.74509
C 4.42480 -5.58909 23.57700
F 4.00274 -5.66730 24.82266
F 5.62984 -5.00610 23.57079
F 3.58286 -4.85629 22.85246
H 3.55629 -11.17757 24.07572
H 2.35949 -10.08335 23.23325
H 2.95210 -9.74742 24.83070
H 4.32528 -9.35493 22.17627
H 5.33991 -9.65139 23.58611
C 8.45724 -10.00449 22.60143
C 8.21754 -9.10389 21.41172
O 8.44988 -7.74291 21.83230
C 7.96942 -6.79709 21.10170
O 7.26508 -6.91122 20.12877
C 8.44151 -5.39490 21.54846
F 7.46947 -4.51264 21.31224
F 8.75700 -5.37965 22.83410
F 9.51582 -5.05954 20.83455
H 8.58535 -11.02043 22.22904
H 7.68074 -9.92809 23.35457
H 9.41704 -9.77746 23.06903
H 7.17800 -9.19098 21.09510
H 8.89151 -9.37639 20.60380
C 7.17673 -12.22599 15.54742
C 6.77881 -11.01229 16.35900
O 7.93734 -10.16148 16.49499
C 7.95310 -9.22710 17.38678
O 7.07191 -9.03753 18.21454
C 9.18105 -8.30081 17.28715
F 8.76718 -7.08144 16.94644
F 9.77604 -8.24905 18.48231
F 10.03981 -8.72952 16.38652
H 7.99190 -12.73407 16.06492
H 7.50242 -11.99473 14.53896
H 6.32308 -12.90349 15.57694
H 6.41825 -11.33294 17.33599
H 5.94328 -10.48376 15.89716
C 4.27191 -16.38980 26.40591
C 5.35281 -16.39223 25.34699
O 5.35212 -15.13639 24.62169
C 6.50661 -14.70667 24.15329
O 7.58969 -15.07864 24.44403
C 6.32374 -13.59474 23.09882
F 7.45903 -13.34861 22.46827
F 5.37546 -13.89180 22.19976
F 5.94273 -12.45222 23.71769
H 4.64221 -15.94682 27.32928
H 4.06462 -17.43291 26.64798
H 3.36258 -15.88786 26.08667
H 5.23560 -17.20748 24.63221
H 6.32330 -16.55630 25.80992
*
```

***

Entry 6:
# C20H28F3O5PdS

A molecular structure, C20H28F3O5PdS in a non-equilibrium geometry (ωB97M-V/def2-TZVPD, the OMol25 dataset).

For the gap between HOMO and LUMO (alpha / beta), the calculation gives 5.663 / 6.322 eV. Its expectation value of S² is 2.023. The calculation puts the energy above the lowest of the compared OMol25 structures with the same formula, charge and spin at 55.9 kcal per mole. For the LUMO energy (alpha / beta), the calculation gives 2.38 / 2.25 eV.

```
! RIJCOSX wB97M-V def2-TZVPD def2/J DEFGRID3
* xyz -1 3
O 0.55284 -2.48035 -0.75085
C -0.76134 -3.10562 -0.51499
C -0.67254 -4.09213 -1.66135
H -1.65880 -2.48868 -0.62189
H -0.71603 -3.54176 0.48663
C 0.77192 -3.58890 -1.75567
H -1.22955 -3.80761 -2.56217
H -0.79590 -5.12517 -1.36841
C 1.13884 -3.04776 -3.11669
H 0.42814 -2.29090 -3.44024
H 1.12782 -3.80772 -3.90549
H 2.14738 -2.63051 -3.06941
C 1.80893 -4.63898 -1.32465
H 1.53814 -5.17070 -0.40144
H 2.79065 -4.16841 -1.21294
H 1.91389 -5.41541 -2.10942
Pd 1.49912 -0.39330 0.62228
C 2.55233 1.62172 3.67158
C 1.18056 2.02236 3.52192
C 0.44463 1.01825 2.88612
H 0.83464 2.99458 3.86536
C 1.37923 -0.11884 2.63891
C 2.71758 0.38103 3.09056
H 3.65264 -0.18218 2.99205
H 3.33839 2.26504 4.07816
H -0.63343 0.96824 2.75121
H 1.13609 -1.16465 2.84832
C 2.49971 2.70348 0.66732
C 3.28812 1.55095 0.60975
C 2.81223 0.73161 -0.51550
H 4.18577 1.30320 1.19800
C 1.55952 1.32575 -0.94886
C 1.44172 2.60475 -0.27496
H 0.92707 3.49525 -0.58928
H 2.70955 3.59332 1.26021
H 3.40152 -0.00849 -1.05322
H 0.96055 1.02359 -1.80297
O -3.45099 -0.03416 -2.34502
C -2.05947 0.30450 -2.01570
C -1.90390 0.18951 -0.46511
H -1.75568 1.29000 -2.46219
H -1.38654 -0.39227 -2.54662
C -3.30656 -0.10461 0.11984
H -1.60832 1.14268 0.00748
H -1.15008 -0.54766 -0.12812
C -4.23078 -0.26946 -1.12825
H -3.45622 0.77757 0.76045
H -3.30035 -0.97675 0.78786
H -5.10360 0.40397 -1.20793
H -4.61161 -1.31396 -1.17106
F -2.56456 5.48320 1.38655
C -2.18182 4.48592 0.57462
F -3.24390 3.74295 0.13205
F -1.52974 5.04259 -0.47900
S -1.01879 3.30202 1.41341
O -0.04497 4.14161 2.06908
O -1.86537 2.46601 2.25458
O -0.49869 2.53127 0.25507
*
```

***

no.,DFT total energy (eV)
1,-2141857.65316
2,-116937.80308
3,-105164.57373
4,-86519.86862
5,-125622.69230
6,-53893.70409